No. 1
89
Properties=species:S:1:pos:R:3:forces:R:3:lowdin_charge:R:1 method="wB97M-V/def2-TZVPD" charge=-2 homo_energy_ev=-0.37
Pd -0.592863 0.500005 0.338154 0.249 0.316 0.817 0.443
C -0.156578 -3.533593 2.772682 -0.105 0.073 -0.030 -0.421
C -0.076391 -4.972081 2.279759 0.083 0.052 -0.014 -0.456
As 0.147407 -6.240345 3.756097 -0.067 0.007 0.056 1.274
C 1.929750 -5.650705 4.305549 0.029 -0.003 0.029 -0.415
C 3.073007 -5.846737 3.532787 0.004 0.062 0.043 -0.098
C 4.293991 -5.330678 3.944298 -0.055 0.043 -0.011 -0.092
C 4.384446 -4.599864 5.123347 -0.042 -0.008 -0.035 -0.101
C 3.249506 -4.388148 5.892165 -0.024 -0.041 -0.041 -0.099
C 2.030124 -4.920248 5.486881 0.112 0.003 -0.021 -0.144
C 0.685350 -7.799654 2.703011 -0.020 0.052 -0.037 -0.427
C 1.319114 -8.863488 3.340686 0.069 -0.172 -0.062 -0.141
C 1.696582 -9.996481 2.632386 -0.048 0.096 0.015 -0.108
C 1.428564 -10.082861 1.270387 0.072 -0.112 0.067 -0.116
C 0.788624 -9.037312 0.629311 -0.091 0.203 0.014 -0.092
C 0.418683 -7.896656 1.340137 0.065 -0.180 -0.029 -0.099
P 0.181950 -2.198509 1.499693 0.133 -0.179 -0.200 1.050
C 1.916414 -2.715478 1.127433 0.039 0.072 -0.090 -0.359
C 2.253989 -3.629908 0.132317 0.086 -0.101 0.002 -0.105
C 3.585369 -3.937324 -0.134368 -0.051 0.077 0.067 -0.097
C 4.600434 -3.319446 0.585908 -0.089 0.002 0.015 -0.118
C 4.274717 -2.402076 1.578826 -0.033 -0.055 0.022 -0.095
C 2.945763 -2.103931 1.844792 -0.006 0.013 -0.003 -0.090
C -0.754731 -2.785561 0.070455 -0.377 0.156 -0.025 -0.391
C -1.991013 -3.368363 0.275452 -0.059 -0.137 0.026 -0.192
C -2.836729 -3.822499 -0.746102 0.204 0.148 -0.054 -0.173
C -2.293735 -3.782091 -2.049901 -0.007 0.017 0.007 -0.183
C -1.114955 -3.156297 -2.331611 0.012 0.082 -0.001 -0.101
C -0.454422 -2.240778 -1.313157 -0.016 0.159 0.041 -0.270
H 0.586966 -3.338646 3.551600 0.009 0.025 0.030 0.047
H -1.134233 -3.325767 3.218183 0.017 -0.030 0.027 0.064
H 0.771123 -5.100946 1.603135 0.003 0.008 0.045 0.050
H -0.976082 -5.250470 1.733782 -0.013 0.033 -0.025 0.050
H 3.010720 -6.383862 2.592754 -0.016 0.004 0.018 0.104
H 5.168784 -5.468353 3.321404 0.008 0.005 -0.002 0.098
H 5.333788 -4.175859 5.427451 -0.004 -0.004 -0.003 0.094
H 3.306226 -3.797761 6.798689 0.004 -0.002 -0.003 0.093
H 1.144261 -4.747195 6.087686 -0.014 -0.004 -0.001 0.085
H 1.535048 -8.801338 4.401935 0.000 0.012 0.010 0.094
H 2.200034 -10.810171 3.141154 0.000 0.001 -0.002 0.091
H 1.723412 -10.963952 0.712756 -0.001 0.000 0.007 0.091
H 0.579547 -9.093270 -0.432137 0.001 -0.001 0.006 0.099
H -0.069492 -7.084532 0.817859 0.000 0.009 -0.021 0.095
H 1.458338 -4.104051 -0.436691 0.008 0.055 -0.019 0.099
H 3.827640 -4.647047 -0.917886 0.000 0.003 -0.006 0.090
H 5.639024 -3.534046 0.359692 0.000 -0.005 0.011 0.086
H 5.058302 -1.898115 2.132879 -0.001 0.001 -0.006 0.096
H 2.700289 -1.356586 2.596054 0.000 -0.031 -0.068 0.096
H -2.307113 -3.557128 1.300081 -0.014 0.011 -0.006 0.082
H -3.781422 -4.303317 -0.531667 0.009 -0.023 0.016 0.050
H -2.794627 -4.322747 -2.851472 0.011 0.007 -0.003 0.078
H -0.711387 -3.179036 -3.338192 0.021 -0.052 0.001 0.066
H 0.618953 -2.195767 -1.495922 0.061 0.057 0.099 0.094
C 0.678733 -0.497232 -3.266352 0.100 0.047 -0.117 -0.065
O -0.553399 -0.119992 -2.655373 0.024 0.008 -0.068 -0.038
C -1.014046 -0.797919 -1.587083 -0.378 -1.054 -0.527 -0.521
O -2.055199 -0.375257 -1.083888 0.206 -0.032 0.009 -0.033
H 1.497410 -0.506167 -2.550598 -0.082 0.021 0.018 0.072
H 0.868210 0.271303 -4.012790 0.011 -0.001 -0.025 0.092
H 0.587575 -1.467069 -3.756161 -0.024 -0.030 -0.042 0.075
O 2.411209 1.541338 1.229580 -0.238 0.046 -0.031 -0.448
S 2.234429 1.341730 -0.334737 -0.446 0.443 -0.153 0.295
O 3.523524 1.407457 -0.984480 0.145 -0.513 0.469 -0.335
O 1.567257 0.002452 -0.430144 0.049 0.403 -0.109 -0.443
O 1.329849 2.405327 -0.762214 0.104 -0.067 -0.044 -0.382
Ge 0.635428 1.666173 1.948665 0.126 0.003 -0.411 0.843
C 0.507517 3.613909 2.207717 -0.050 0.236 -0.021 -0.278
C -0.600694 4.297729 1.708075 0.061 0.030 0.049 -0.116
C -0.720818 5.676858 1.847444 0.049 -0.047 0.022 -0.110
C 0.278219 6.400898 2.484217 0.011 -0.053 -0.006 -0.127
C 1.396932 5.738634 2.976813 -0.048 -0.066 -0.029 -0.113
C 1.506088 4.359134 2.838377 -0.080 0.045 0.000 -0.103
C 0.968861 0.915505 3.729609 0.171 -0.217 0.245 -0.301
C -0.020125 0.132947 4.329206 0.070 0.048 0.061 -0.141
C 0.187997 -0.470062 5.564690 0.049 0.030 -0.031 -0.109
C 1.404586 -0.314308 6.218282 0.003 0.024 -0.047 -0.123
C 2.407331 0.448506 5.631073 -0.086 -0.011 -0.049 -0.110
C 2.187954 1.055984 4.398043 -0.049 -0.073 0.029 -0.118
H -1.846965 1.029916 1.047091 0.178 0.102 0.214 -0.009
H -1.367903 3.738387 1.183665 -0.001 -0.024 -0.007 0.080
H -1.588291 6.188685 1.445918 -0.003 -0.008 -0.004 0.089
H 0.192440 7.477160 2.585432 0.003 0.000 0.006 0.084
H 2.187496 6.299947 3.462803 0.006 -0.010 0.001 0.087
H 2.393132 3.863024 3.216352 -0.009 -0.023 -0.012 0.090
H -0.953861 -0.029970 3.801078 -0.004 0.002 -0.018 0.082
H -0.589745 -1.083477 6.006042 0.000 0.003 -0.006 0.091
H 1.576709 -0.799847 7.172585 -0.001 0.004 -0.002 0.085
H 3.365454 0.558142 6.127213 0.000 0.001 -0.009 0.088
H 2.994451 1.614451 3.935227 -0.025 0.008 -0.029 0.092

No. 2
95
Properties=species:S:1:pos:R:3:forces:R:3:lowdin_charge:R:1 method="wB97M-V/def2-TZVPD" charge=0 homo_energy_ev=-7.03
Ca 0.657856 0.138963 -0.848571 0.773 -0.006 -0.332 1.456
O -0.036114 -0.759628 3.386647 -0.086 0.153 0.012 0.038
C 0.400570 -0.757500 2.239685 -0.022 -0.150 -0.044 -0.623
O 0.076430 0.096523 1.335461 0.341 -0.031 -0.264 -0.209
C 1.197984 -1.998238 1.775794 -0.063 0.021 -0.081 -0.087
C 0.169753 -2.795695 0.948423 0.071 -0.066 0.003 -0.250
C 0.409859 -4.307647 0.974443 0.041 0.016 -0.018 -0.087
C 1.304991 -4.539721 -0.254155 -0.058 0.039 0.017 -0.080
C 1.521393 -3.133193 -0.816223 0.036 -0.104 -0.016 -0.326
O 0.317531 -2.433598 -0.442897 -0.139 0.268 0.056 -0.125
C 2.568211 -1.800886 1.020920 0.002 -0.092 -0.030 -0.107
C 2.941956 -0.296626 0.850951 0.058 -0.169 -0.291 -0.642
O 3.104527 0.389541 1.844931 0.045 -0.033 0.037 0.066
O 3.038067 0.041348 -0.390789 -0.803 0.787 0.729 -0.156
H 1.393690 -2.554680 2.688642 0.012 -0.007 0.014 0.142
H -0.844020 -2.529265 1.246168 0.003 0.001 -0.004 0.138
H -0.531228 -4.850074 0.889922 -0.012 0.013 -0.009 0.111
H 0.884804 -4.604903 1.907620 -0.020 -0.026 0.003 0.117
H 0.788637 -5.145740 -0.998488 0.014 -0.016 0.009 0.111
H 2.255116 -5.015517 -0.024785 0.013 0.018 0.012 0.116
H 1.591175 -3.117867 -1.900595 0.001 0.041 -0.011 0.133
H 3.318156 -2.194029 1.709467 0.054 -0.009 -0.056 0.134
O -3.775822 -2.750114 3.913318 0.050 -0.017 0.009 0.122
C -4.284969 -3.072434 2.705571 -0.116 0.138 0.064 -0.482
O -5.126009 -3.919607 2.605431 0.032 -0.068 -0.023 0.128
C -3.750565 -2.299813 1.542174 0.070 -0.036 -0.103 -0.137
C -3.676342 -2.930327 0.303727 -0.019 -0.022 0.058 -0.002
C -3.090931 -2.287204 -0.772221 0.089 0.029 -0.128 -0.004
C -2.596105 -0.992266 -0.622294 -0.182 -0.202 0.108 -0.262
C -2.731695 -0.342828 0.597256 0.091 0.152 -0.065 -0.010
C -3.301124 -0.990674 1.673463 -0.047 -0.016 0.095 0.001
N -1.802338 -0.375094 -1.610633 0.319 0.140 0.182 0.061
C -2.092415 -0.364812 -2.839763 -0.196 -0.140 0.018 -0.061
C -1.115513 0.144265 -3.819891 0.239 0.077 -0.186 -0.253
C -1.501851 0.475772 -5.108214 -0.145 -0.075 0.039 -0.012
C -0.541411 0.932307 -5.998035 0.103 0.021 -0.008 -0.046
C 0.771120 1.027013 -5.571406 -0.108 -0.002 -0.060 -0.034
C 1.071761 0.669920 -4.263144 0.069 0.007 0.083 -0.099
N 0.154670 0.242215 -3.404763 -0.038 0.033 0.130 0.052
H -3.004283 -2.172036 3.825625 0.007 -0.026 -0.020 0.104
H -4.042811 -3.944369 0.213769 0.000 0.004 -0.014 0.126
H -2.942044 -2.811758 -1.708257 -0.016 -0.005 0.010 0.119
H -2.329267 0.651616 0.713406 -0.017 -0.049 -0.015 0.087
H -3.370339 -0.472684 2.622685 0.003 0.032 -0.012 0.126
H -3.043260 -0.742224 -3.228198 -0.011 0.015 0.059 0.141
H -2.539461 0.377424 -5.401317 0.018 0.000 -0.015 0.117
H -0.812820 1.204540 -7.009274 -0.014 -0.004 0.006 0.113
H 1.552353 1.367722 -6.235643 0.019 -0.001 0.020 0.111
H 2.087377 0.723923 -3.887397 -0.011 -0.003 0.016 0.122
N 2.687978 -2.461817 -0.311532 -0.157 0.223 -0.023 -0.045
C 3.354647 -1.771385 -1.392557 0.028 -0.763 -0.007 -0.045
N 4.687018 -1.803525 -1.300364 -0.061 0.050 -0.002 -0.134
C 5.499232 -2.168620 -0.142387 -0.026 0.122 -0.040 -0.113
C 6.657327 -3.041024 -0.597754 -0.014 -0.005 0.034 -0.190
O 7.427625 -2.418011 -1.608101 0.024 -0.003 -0.005 -0.131
C 6.623128 -2.116945 -2.734744 -0.023 0.048 -0.013 -0.196
C 5.476267 -1.197410 -2.358064 -0.028 0.004 0.049 -0.144
H 4.889766 -2.722417 0.565138 0.001 -0.037 -0.013 0.109
H 5.875977 -1.259273 0.340508 -0.010 -0.032 0.040 0.142
H 6.258801 -3.995324 -0.969620 0.020 -0.004 -0.017 0.127
H 7.332601 -3.241903 0.233531 0.003 -0.001 -0.008 0.126
H 6.218734 -3.043996 -3.164135 0.027 -0.020 0.003 0.125
H 7.274422 -1.639888 -3.466951 0.006 -0.021 -0.002 0.123
H 4.812780 -1.025561 -3.203991 0.013 0.006 -0.010 0.113
H 5.879097 -0.237229 -2.015132 -0.039 0.019 -0.016 0.133
C -2.577324 2.539678 5.792359 -0.006 0.002 0.022 -0.055
O -2.175865 2.650262 4.435508 -0.023 0.032 -0.001 -0.068
C -3.127496 2.913154 3.511055 0.086 -0.045 0.070 -0.224
C -4.465222 3.158053 3.783862 -0.081 0.017 -0.032 -0.010
C -5.350500 3.388800 2.736192 0.045 -0.017 0.006 -0.073
C -4.913786 3.358624 1.422611 -0.021 0.003 0.004 -0.077
C -3.577166 3.104876 1.148769 0.024 0.025 -0.039 -0.039
C -2.681054 2.905723 2.183241 0.011 0.007 -0.002 -0.161
N -1.323231 2.563868 1.967948 -0.036 0.134 0.046 0.143
C -0.512081 2.877367 0.982860 -0.034 0.048 -0.009 0.002
C -0.572432 3.811593 -0.063754 0.085 0.095 -0.116 -0.125
C -1.314157 5.024911 -0.082159 0.028 -0.028 0.001 -0.044
C -1.012393 5.994754 -0.988237 -0.003 0.022 -0.021 -0.094
C 0.056464 5.798770 -1.905927 -0.032 -0.027 0.028 -0.070
C 0.778269 4.643845 -1.946694 -0.173 0.056 -0.182 -0.006
C 0.437733 3.561782 -1.081603 0.041 -0.326 0.769 -0.367
O 1.004127 2.430759 -1.127096 -0.166 -0.134 -0.519 -0.172
H -3.315108 1.744562 5.919612 -0.002 -0.005 -0.012 0.099
H -2.987247 3.483825 6.157709 0.004 0.003 -0.005 0.097
H -1.679453 2.293367 6.349807 0.007 -0.009 -0.011 0.099
H -4.824535 3.169447 4.802231 0.012 -0.001 0.004 0.107
H -6.391612 3.582423 2.957383 0.001 -0.002 0.003 0.107
H -5.608767 3.519204 0.610076 0.004 -0.001 -0.001 0.105
H -3.223467 3.052568 0.127317 -0.019 0.018 -0.001 0.119
H -0.943476 1.871995 2.612258 -0.005 -0.060 -0.027 0.152
H 0.395009 2.286619 1.012266 0.017 -0.007 0.045 0.127
H -2.084465 5.201587 0.656762 0.001 -0.009 0.022 0.108
H -1.555158 6.929909 -0.990798 0.008 -0.003 0.002 0.098
H 0.304185 6.603437 -2.588303 0.009 -0.007 -0.007 0.105
H 1.589564 4.498522 -2.647645 0.006 0.003 0.011 0.114

Calculated orbital gap, 4.36 5.87 eV (same order as the records).
Calculated DFT total energy, -7178.642208 -3251.561366 Ha (same order as the records).